1.
{
  "formula": "C5H6ClFN2",
  "method": "ωB97M-V with the def2-TZVPD basis set",
  "e_homo_ev": [-5.8, -8.9],
  "lumo_ev": [0.51, -2.76],
  "de_lowest_kcal_mol": 78.4,
  "orbital_gap_ev": [6.35, 6.12],
  "e_tot_ha": -863.386308,
  "multiplicity": 3,
  "symbols": ["C", "C", "C", "C", "C", "N", "N", "F", "Cl", "H", "H", "H", "H", "H", "H"],
  "coordinates": [[-1.2450, 1.5866, 0.0857], [-0.3941, 0.4237, -0.0309], [0.9153, 0.6067, 0.0484], [2.3591, -1.1151, -0.0276], [-1.2106, -0.7694, -0.0757], [-2.4712, 1.4737, 0.1417], [2.0633, -2.2678, -0.0754], [3.5502, -0.5068, -0.1009], [1.7826, 2.0652, 0.0016], [-0.7388, 2.5309, 0.0244], [-0.9299, -1.2938, 0.7684], [-2.2449, -0.4445, -0.0063], [-0.9653, -1.3992, -0.9616], [-3.1905, 2.2133, 0.0604], [2.7197, -3.1037, 0.1479]],
  "forces_ev_per_angstrom": [[7.0604, -1.5007, -1.0102], [-1.9789, 3.4744, -0.1400], [4.6962, -3.2558, -0.1489], [-1.5502, 5.5927, -0.5051], [0.3351, -1.3248, -1.8910], [-6.9452, 2.2643, 1.0325], [0.1143, -4.5689, 1.2237], [-0.1457, -0.2433, 0.3832], [-0.1371, -0.1735, -0.0002], [-0.1184, 0.8681, 0.3509], [0.1867, -1.7656, 1.7914], [-0.1629, -0.7054, -0.2799], [-0.5738, 0.3787, 0.5511], [0.3191, -1.2661, -0.4054], [-1.0997, 2.2259, -0.9521]]
}

2.
{
  "formula": "C5H6ClN",
  "method": "ωB97M-V with the def2-TZVPD basis set",
  "smiles": "C=C[C@@](C)(Cl)C#N",
  "e_homo_ev": -10.8,
  "lumo_ev": 0.43,
  "de_lowest_kcal_mol": 29.9,
  "orbital_gap_ev": 11.21,
  "e_tot_ha": -709.016538,
  "multiplicity": 1,
  "symbols": ["C", "C", "C", "C", "C", "H", "H", "H", "H", "H", "H", "N", "Cl"],
  "coordinates": [[-0.4597, -0.8941, 1.0133], [-0.5913, -0.2202, -0.3891], [0.3493, 1.0086, -0.5729], [1.1375, 1.5469, 0.3662], [-0.1896, -1.1474, -1.4133], [0.5824, -1.1778, 1.1367], [-0.7719, -0.3022, 1.8723], [-1.0186, -1.8520, 1.0216], [0.2400, 1.4662, -1.6087], [1.7677, 2.4580, 0.1037], [1.1564, 0.9512, 1.3508], [0.1560, -1.9441, -2.1916], [-2.3580, 0.1069, -0.6890]],
  "forces_ev_per_angstrom": [[-0.0590, -0.9187, -0.7242], [0.6119, 0.7625, 1.5623], [-1.0997, 1.0052, -0.9358], [-0.1413, -0.9753, 0.0964], [0.7937, -2.5281, -1.9252], [0.1802, 0.0493, 0.0980], [-0.1209, 0.3074, -0.3870], [0.1254, 0.6733, -0.0865], [0.2757, -0.5662, 1.4427], [-0.8568, -1.4968, 0.8042], [0.4073, 1.6705, -1.3800], [-0.6138, 1.5954, 1.3914], [0.4971, 0.4214, 0.0436]]
}

3.
{
  "formula": "C5H6ClN",
  "method": "ωB97M-V with the def2-TZVPD basis set",
  "smiles": "CC#CCl.C#CN",
  "e_homo_ev": -8.4,
  "lumo_ev": 0.60,
  "de_lowest_kcal_mol": 113.7,
  "orbital_gap_ev": 9.00,
  "e_tot_ha": -708.883030,
  "multiplicity": 1,
  "symbols": ["C", "C", "C", "C", "C", "N", "Cl", "H", "H", "H", "H", "H", "H"],
  "coordinates": [[-2.3245, -1.3054, -2.6443], [-2.1111, -0.6260, -1.6509], [1.4737, -0.7021, 0.1022], [1.9441, 1.1911, 1.9511], [1.6174, 0.1418, 0.9485], [-1.8765, -0.0526, -0.4858], [0.9733, -1.7953, -0.9918], [-2.4115, -1.3880, -3.6251], [0.9252, 1.5590, 2.1354], [2.6444, 1.8621, 1.3385], [2.3908, 0.7647, 2.9694], [-1.9079, 0.9233, -0.2727], [-1.3373, -0.5726, 0.2256]],
  "forces_ev_per_angstrom": [[0.3349, 2.2770, 4.5050], [-0.2299, -1.0875, -1.4855], [-0.2794, 0.7545, 0.7717], [0.5555, -1.1977, -0.2214], [0.9034, -0.6061, 0.3924], [0.8310, -0.7572, 2.2058], [0.0357, -0.5279, -0.5250], [-0.2660, -1.0654, -3.7285], [0.7108, 0.9367, 0.3922], [-1.0681, -0.3516, 1.6743], [-0.7736, 0.9682, -2.4473], [-0.2782, 0.2765, -0.6206], [-0.4761, 0.3806, -0.9129]]
}

4.
{
  "formula": "C5H6ClN2",
  "method": "ωB97M-V with the def2-TZVPD basis set",
  "smiles": "N/[NH+]=C/C=C\\C#CCl",
  "e_homo_ev": -13.1,
  "charge": 1,
  "lumo_ev": -5.38,
  "de_lowest_kcal_mol": 34.0,
  "orbital_gap_ev": 7.67,
  "e_tot_ha": -763.449838,
  "multiplicity": 1,
  "symbols": ["C", "C", "C", "C", "C", "N", "N", "Cl", "H", "H", "H", "H", "H", "H"],
  "coordinates": [[1.1531, -1.1803, -0.7920], [-0.0182, -0.8041, -1.3811], [1.7199, -0.7625, 0.4076], [-1.0039, 0.0846, -0.8930], [2.4646, -0.5698, 1.3562], [-0.9720, 0.6434, 0.2831], [-1.9477, 1.4059, 0.8366], [3.3348, -0.2219, 2.6621], [1.7636, -1.8975, -1.3324], [-0.2305, -1.2314, -2.3487], [-0.1968, 0.3802, 0.9016], [-1.8478, 0.3128, -1.5331], [-2.5484, 1.8965, 0.1859], [-1.6706, 1.9441, 1.6472]],
  "forces_ev_per_angstrom": [[-0.8049, -0.0753, -1.0311], [1.1071, -0.6833, 0.0047], [1.0758, 0.3265, 1.5117], [-0.3080, 0.6934, 0.8066], [-1.2705, -0.0209, -1.0767], [0.5982, -0.5858, -0.5834], [-0.6983, 0.1596, 0.3998], [0.2848, 0.0420, 0.3142], [-0.0660, 0.0046, -0.0803], [-0.0617, -0.0123, -0.0340], [-0.2301, 0.2039, -0.0456], [-0.0836, 0.0959, 0.1151], [0.2502, -0.0723, -0.0400], [0.2073, -0.0760, -0.2610]]
}

5.
{
  "formula": "C5H6ClNO2S",
  "method": "ωB97M-V with the def2-TZVPD basis set",
  "e_homo_ev": [-8.4, -8.4],
  "lumo_ev": [-0.91, -0.91],
  "de_lowest_kcal_mol": 92.9,
  "orbital_gap_ev": [7.46, 7.47],
  "e_tot_ha": -1257.550326,
  "multiplicity": 1,
  "symbols": ["C", "C", "C", "C", "C", "N", "O", "O", "S", "Cl", "H", "H", "H", "H", "H", "H"],
  "coordinates": [[0.3462, 0.8788, 0.3957], [-1.0107, -1.1515, 0.0729], [1.2359, -0.8914, -1.1439], [1.4365, 0.3220, -0.3330], [-2.0691, 0.9193, 0.4388], [-0.8797, 0.0555, 0.5076], [0.3505, 1.9828, 0.8933], [3.4744, -1.4774, 0.1866], [2.0173, -1.3419, 0.4061], [2.6769, 1.5394, -0.8193], [-2.0169, -1.3973, -0.4947], [-0.4412, -1.9899, 0.5195], [1.8052, -1.0792, -2.0896], [-1.7436, 1.7050, 1.0734], [-2.2228, 1.5414, -0.5253], [-2.9590, 0.3845, 0.9119]],
  "forces_ev_per_angstrom": [[-1.2814, 1.8017, 1.8893], [-0.2558, -3.3507, -2.1203], [-0.5705, -0.2675, 1.0546], [1.1542, -0.8134, -2.0442], [-0.7472, 0.6651, 0.0554], [0.0146, 2.7207, -0.7236], [-0.1923, -0.8075, -0.2467], [-0.4121, -0.0716, 0.7557], [1.2373, 0.1119, -1.8476], [-0.8138, -1.0039, 0.5495], [2.2312, 0.3379, 1.2433], [-0.5322, 0.6475, -0.5306], [-0.6353, 0.1633, 1.0410], [-0.3995, 0.8519, 1.0894], [0.0520, -1.8495, 0.9762], [1.1508, 0.8641, -1.1415]]
}

6.
{
  "formula": "C5H6ClNO3",
  "method": "ωB97M-V with the def2-TZVPD basis set",
  "smiles": "Oc1ccc(OCCl)n1O",
  "e_homo_ev": -7.8,
  "lumo_ev": 0.38,
  "de_lowest_kcal_mol": 53.5,
  "orbital_gap_ev": 8.17,
  "e_tot_ha": -934.663950,
  "multiplicity": 1,
  "symbols": ["C", "C", "C", "C", "C", "N", "O", "O", "O", "Cl", "H", "H", "H", "H", "H", "H"],
  "coordinates": [[-0.9879, 1.7832, -0.0487], [0.3280, 1.3094, 0.1747], [-1.8200, 0.6682, 0.0198], [0.2816, -0.0651, 0.2386], [2.3066, -0.9098, -0.2120], [-1.0008, -0.4245, 0.0422], [-3.1159, 0.5007, -0.2259], [1.1517, -1.0720, 0.5170], [-1.4670, -1.7594, 0.1270], [3.4766, 0.1910, 0.6026], [-1.1312, 2.8454, -0.1604], [1.1775, 1.8467, 0.3074], [2.9129, -1.9293, -0.1477], [2.2909, -0.3462, -1.2110], [-3.3933, -0.2739, -0.7476], [-1.0096, -2.3643, 0.7240]],
  "forces_ev_per_angstrom": [[-0.0609, -0.6357, 0.6776], [-1.2963, -2.3627, -0.1184], [0.6451, 0.3251, -1.6364], [-0.1521, 0.9740, 0.0609], [2.9993, -1.5565, -0.4644], [-0.2483, -2.3001, 1.4652], [-1.7820, 0.3320, 0.0862], [0.2522, 0.4457, -0.9352], [-1.1126, 1.0765, -1.2917], [0.3765, 0.4579, 0.6665], [-0.8191, -0.2063, -0.0736], [2.1782, 1.6267, 0.2929], [-1.6594, 2.0870, -0.7514], [-0.9092, -1.6326, 1.1778], [0.8240, 0.3319, 0.3743], [0.7646, 1.0371, 0.4696]]
}

7.
{
  "formula": "C5H6ClNS",
  "method": "ωB97M-V with the def2-TZVPD basis set",
  "smiles": "S=C[C@@H]1N[C@@H]1/C=C\\Cl",
  "e_homo_ev": -8.7,
  "lumo_ev": -0.54,
  "de_lowest_kcal_mol": 80.3,
  "orbital_gap_ev": 8.15,
  "e_tot_ha": -1107.122242,
  "multiplicity": 1,
  "symbols": ["C", "C", "C", "C", "C", "H", "H", "H", "H", "H", "H", "N", "S", "Cl"],
  "coordinates": [[2.0031, -0.9365, 0.5599], [0.9375, -0.1853, 0.8709], [0.1175, 0.7916, 0.1185], [-1.3303, 0.8205, -0.2058], [-1.8393, -0.5208, -0.2963], [2.6787, -1.4929, 1.3567], [0.6456, -0.2340, 1.9511], [0.1923, 1.7255, 0.6641], [0.0564, 0.4093, -1.9211], [-1.8331, 1.8293, -0.0920], [-0.9795, -1.2917, -0.4260], [-0.1139, 1.1373, -1.1813], [-3.3836, -1.1781, -0.4551], [2.8487, -0.8742, -0.9436]],
  "forces_ev_per_angstrom": [[1.3538, 0.0004, 1.8505], [0.1184, -1.3439, 0.8574], [1.4922, 1.8307, 3.0729], [0.1605, 1.0155, -1.4946], [-1.3305, -2.6950, -1.6283], [-2.0046, 1.1513, -1.6527], [0.1701, -0.0250, -1.0582], [0.8776, 0.2821, 0.4769], [-0.3640, 0.5564, 1.2625], [-0.0116, -2.0020, 0.2407], [-1.3343, 1.3390, 0.3618], [-1.0004, -1.4334, -2.4886], [2.1350, 1.3953, 0.5847], [-0.2621, -0.0714, -0.3849]]
}

8.
{
  "formula": "C5H6CuFO3",
  "method": "ωB97M-V with the def2-TZVPD basis set",
  "e_homo_ev": [-11.8, -12.8],
  "charge": 1,
  "lumo_ev": [-6.13, -6.13],
  "de_lowest_kcal_mol": 0.0,
  "orbital_gap_ev": [5.63, 6.70],
  "e_tot_ha": -2159.782351,
  "multiplicity": 2,
  "symbols": ["O", "Cu", "O", "C", "O", "C", "H", "H", "C", "F", "H", "C", "C", "H", "H", "H"],
  "coordinates": [[3.8330, -0.2737, 1.3087], [7.3381, -2.0728, 1.7462], [5.8549, -0.3433, 2.2722], [4.8006, 0.2153, 2.0828], [4.4867, 1.3850, 2.5798], [3.1563, 1.7455, 2.1804], [2.4985, 1.7018, 3.0551], [3.1668, 2.7529, 1.7533], [2.8130, 0.6817, 1.1439], [2.8986, 1.1631, -0.1213], [1.7123, 0.1860, 1.2655], [-0.4743, -0.4125, 1.5655], [-1.4978, 0.2329, 2.0812], [-0.3011, -1.4614, 1.3185], [-2.5093, -0.1965, 2.0615], [-1.4220, 1.2688, 2.4279]],
  "forces_ev_per_angstrom": [[0.0433, -0.6325, 0.0131], [-0.9107, 0.9766, 0.2604], [1.0493, -0.9869, -0.0109], [-0.2217, 0.1766, -0.4921], [0.3719, 0.2097, 0.3843], [-0.4096, 0.1314, -0.0022], [0.1991, 0.0082, -0.1873], [0.0285, -0.2702, 0.0799], [-2.9428, -0.6824, 0.1128], [0.1260, 0.0670, 0.0309], [2.6620, 1.0348, -0.1910], [-0.7723, -0.2744, 0.8213], [0.4594, 0.1456, -0.6340], [0.0209, 0.3930, -0.2509], [0.3407, 0.0001, 0.1716], [-0.0441, -0.2967, -0.1057]]
}

9.
{
  "formula": "C5H6F2",
  "method": "ωB97M-V with the def2-TZVPD basis set",
  "e_homo_ev": -9.4,
  "lumo_ev": -0.50,
  "de_lowest_kcal_mol": 97.1,
  "orbital_gap_ev": 8.90,
  "e_tot_ha": -393.646979,
  "multiplicity": 1,
  "symbols": ["C", "C", "C", "C", "C", "F", "F", "H", "H", "H", "H", "H", "H"],
  "coordinates": [[0.6407, 1.0103, -0.0402], [1.1376, 2.0645, -0.6846], [0.2422, -0.1520, 0.2664], [-2.3068, -0.3252, -0.1555], [0.9163, -1.4631, 0.3153], [-2.5251, 0.9671, 0.1694], [-2.8141, -1.0392, 0.8680], [1.4761, 2.9674, -0.1740], [1.2083, 1.9499, -1.8153], [-0.9333, -0.3943, 0.2597], [0.0568, -2.1510, -0.0023], [1.1557, -1.8087, 1.3010], [1.7455, -1.6256, -0.3080]],
  "forces_ev_per_angstrom": [[1.3217, 2.5972, -1.6755], [-0.5048, -1.1821, -0.3110], [-1.8992, -1.6437, 0.4349], [-1.7361, 0.6466, 0.5714], [-2.6020, -1.5464, 0.3131], [-0.1356, -1.3167, -0.1633], [0.1572, 0.8172, -0.5909], [-0.0707, -0.2795, -0.3075], [-0.1086, 0.5013, 1.6291], [2.8083, 0.8370, 0.1813], [1.4874, 0.3622, 0.1494], [0.2167, 0.0420, 0.7363], [1.0656, 0.1649, -0.9673]]
}